*w*
{
  "formula": "C8H14NO4",
  "method": "ωB97M-V with the def2-TZVPD basis set",
  "total_charge": 1,
  "lumo_ev": [-4.9, -4.9],
  "gap_ev": [8.570, 8.570],
  "elements": ["C", "C", "C", "C", "C", "C", "C", "C", "N", "O", "O", "O", "O", "H", "H", "H", "H", "H", "H", "H", "H", "H", "H", "H", "H", "H", "H"],
  "positions_angstrom": [[-1.117, -0.287, -0.477], [0.425, 1.674, -0.155], [0.616, -0.210, 1.455], [-2.296, -0.718, 0.361], [-0.561, 2.644, -0.835], [0.414, -1.603, 1.793], [2.163, -0.706, -1.241], [0.023, 0.356, 0.304], [2.252, -1.931, -1.551], [-0.951, -0.492, -1.654], [1.658, 2.044, 0.139], [1.373, 0.458, 2.265], [2.640, -0.320, -0.199], [-2.309, -0.357, 1.456], [-3.114, -0.181, -0.129], [-2.339, -1.776, 0.366], [0.056, 3.478, -1.148], [-1.105, 3.372, -0.148], [-1.229, 2.222, -1.551], [-0.105, -2.194, 0.928], [1.282, -2.158, 2.050], [-0.226, -1.611, 2.653], [1.729, -0.100, -1.988], [1.945, -2.237, -2.502], [3.018, -2.383, -1.145], [1.411, 1.418, 1.948], [2.398, 1.308, 0.189]]
}

***

*x*
{
  "formula": "C8H14NO4",
  "method": "ωB97M-V with the def2-TZVPD basis set",
  "total_charge": 1,
  "lumo_ev": -3.1,
  "gap_ev": 10.716,
  "elements": ["C", "C", "C", "C", "C", "C", "C", "C", "N", "O", "O", "O", "O", "H", "H", "H", "H", "H", "H", "H", "H", "H", "H", "H", "H", "H", "H"],
  "positions_angstrom": [[-1.707, 0.583, 2.082], [2.623, 1.012, 1.042], [-0.311, 0.433, 1.822], [-0.390, -0.121, -1.448], [1.936, 1.053, 2.361], [-0.591, 1.284, -1.694], [-0.347, -1.003, -2.628], [-0.388, -1.914, 0.277], [-0.246, -0.487, -0.158], [-0.892, 1.548, 1.446], [1.865, 2.100, 1.536], [0.756, 0.160, 2.445], [-0.334, -1.885, 1.660], [-2.354, 0.180, 1.356], [-1.986, 0.791, 3.095], [3.747, 1.168, 1.079], [2.133, 0.267, 0.435], [-1.633, 1.617, -1.497], [-0.572, 1.543, -2.742], [0.090, 2.112, -1.226], [-0.528, -1.987, -2.527], [0.692, -0.903, -3.109], [-1.053, -0.498, -3.380], [-1.409, -2.267, -0.089], [0.442, -2.334, -0.174], [2.357, 1.037, 3.279], [-0.287, -2.792, 1.937]]
}

***

Which one is most stable, and which one is least stable? *w* is the most stable of them, while *x* is the least stable.

***

*w*
{
  "formula": "CH6N2S",
  "method": "ωB97M-V with the def2-TZVPD basis set",
  "smiles": "[H]/N=C/N.S",
  "lumo_ev": 1.0,
  "gap_ev": 10.474,
  "elements": ["S", "H", "N", "C", "N", "H", "H", "H", "H", "H"],
  "positions_angstrom": [[-3.597, -0.877, -2.380], [-4.614, -1.136, -3.248], [1.568, 1.375, 1.108], [1.764, 0.011, 1.167], [1.819, -0.696, 0.079], [1.653, 1.824, 1.996], [2.028, 1.608, 0.350], [1.562, -0.304, 2.389], [1.730, -1.646, -0.009], [-3.912, -0.159, -1.452]]
}

***

*x*
{
  "formula": "CH6N2S",
  "method": "ωB97M-V with the def2-TZVPD basis set",
  "smiles": "[H]/N=C/N.S",
  "lumo_ev": 0.9,
  "gap_ev": 9.669,
  "elements": ["S", "H", "N", "C", "N", "H", "H", "H", "H", "H"],
  "positions_angstrom": [[-5.461, -1.597, -3.126], [-6.052, -0.717, -3.721], [3.117, 0.124, 1.880], [2.261, 0.858, 1.004], [1.205, 0.263, 0.673], [4.142, 0.511, 1.865], [2.770, -0.598, 2.577], [2.328, 2.024, 0.937], [0.645, 0.431, -0.276], [-4.955, -1.300, -1.812]]
}

***

Which one is most stable, and which one is least stable? *w* is the most stable of them, while *x* is the least stable.

***

*w*
{
  "formula": "C5H8FN",
  "method": "ωB97M-V with the def2-TZVPD basis set",
  "lumo_ev": 0.9,
  "gap_ev": 9.907,
  "elements": ["C", "C", "C", "C", "C", "H", "H", "H", "H", "H", "H", "H", "H", "N", "F"],
  "positions_angstrom": [[-0.423, -1.592, -0.995], [-0.994, -1.322, 0.332], [-0.852, -0.007, 0.828], [-0.572, 1.236, 0.062], [0.542, 1.728, -0.380], [-0.363, -2.709, -1.267], [-1.063, -1.023, -2.077], [1.004, -1.234, -0.926], [-1.710, -1.825, 1.184], [0.937, -0.817, 0.457], [-1.584, 0.070, 1.509], [-1.101, 2.217, 0.242], [0.786, 2.679, -0.678], [0.240, -0.856, 1.139], [1.690, 0.931, -0.612]]
}

***

*x*
{
  "formula": "C5H8FN",
  "method": "ωB97M-V with the def2-TZVPD basis set",
  "smiles": "F[C@]12CCC[C@H]1N2",
  "lumo_ev": 1.1,
  "gap_ev": 10.478,
  "elements": ["C", "C", "C", "C", "C", "N", "F", "H", "H", "H", "H", "H", "H", "H", "H"],
  "positions_angstrom": [[-0.875, -0.630, 0.251], [-0.729, 0.662, -0.501], [0.490, -1.274, 0.158], [0.723, 1.101, -0.401], [1.513, -0.025, -0.024], [1.271, 0.938, 1.035], [2.794, -0.371, -0.365], [-1.068, -0.389, 1.272], [-1.605, -1.266, -0.135], [-1.137, 0.691, -1.487], [-1.300, 1.376, 0.073], [0.819, -1.711, 1.098], [0.740, -2.119, -0.602], [1.238, 2.054, -0.939], [2.073, 1.527, 1.244]]
}

***

Which one is most stable, and which one is least stable? *x* is the most stable of them, while *w* is the least stable.

***

*w*
{
  "formula": "C3H11O5",
  "method": "ωB97M-V with the def2-TZVPD basis set",
  "total_charge": -1,
  "lumo_ev": 3.5,
  "gap_ev": 7.969,
  "elements": ["O", "C", "O", "C", "C", "H", "H", "H", "H", "H", "H", "H", "O", "H", "H", "O", "H", "H", "O"],
  "positions_angstrom": [[2.750, 0.901, 0.753], [2.065, -0.100, 0.632], [1.739, -1.008, 1.716], [1.356, -0.563, -0.588], [1.399, 0.404, -1.764], [0.868, 0.168, 0.317], [1.338, -1.619, -0.743], [2.303, 0.351, -2.378], [1.186, 1.395, -1.352], [0.584, 0.146, -2.503], [0.760, -0.987, 1.673], [-1.261, -1.450, 0.580], [-1.309, -0.952, 1.397], [-2.018, 1.173, -0.175], [-0.755, 0.544, -0.035], [-1.252, 0.942, -0.761], [-4.236, 0.510, 1.060], [-2.210, -0.415, 1.342], [-3.309, 0.560, 0.829]]
}

***

*x*
{
  "formula": "C3H11O5",
  "method": "ωB97M-V with the def2-TZVPD basis set",
  "total_charge": -1,
  "lumo_ev": 3.6,
  "gap_ev": 8.830,
  "elements": ["O", "C", "O", "C", "C", "H", "H", "H", "H", "H", "H", "H", "O", "H", "H", "O", "H", "H", "O"],
  "positions_angstrom": [[2.634, 0.056, 2.313], [1.576, 0.228, 1.657], [0.750, 1.196, 1.756], [1.296, -0.984, 0.687], [1.310, -0.314, -0.736], [2.057, -1.709, 0.893], [0.376, -1.472, 0.922], [0.694, 0.724, -0.593], [2.454, -0.150, -1.057], [1.027, -0.877, -1.576], [-0.378, 1.064, 1.138], [-2.104, 1.390, 0.798], [-1.303, 1.137, 0.414], [-1.796, -0.359, -0.208], [-1.415, -1.772, -0.497], [-1.967, -1.069, -0.834], [-1.372, 1.468, -1.250], [-2.094, 0.321, -1.767], [-1.745, 1.121, -2.063]]
}

***

Which one is most stable, and which one is least stable? *x* is the most stable of them, while *w* is the least stable.

***

*w*
{
  "formula": "C3H5NS",
  "method": "ωB97M-V with the def2-TZVPD basis set",
  "smiles": "S=CN1CC1",
  "lumo_ev": 0.1,
  "gap_ev": 8.737,
  "elements": ["C", "C", "C", "H", "H", "H", "H", "H", "N", "S"],
  "positions_angstrom": [[-0.693, -1.313, 0.327], [1.018, 0.398, -0.595], [-0.205, 1.200, 0.047], [-1.538, -1.076, 0.931], [1.006, 0.435, -1.798], [1.859, -0.050, 0.048], [-0.879, 2.093, 0.076], [0.195, 1.363, 1.209], [-0.354, -0.156, -0.411], [-0.407, -2.895, 0.166]]
}

***

*x*
{
  "formula": "C3H5NS",
  "method": "ωB97M-V with the def2-TZVPD basis set",
  "smiles": "C=C=CNS",
  "lumo_ev": 0.4,
  "gap_ev": 8.603,
  "elements": ["C", "C", "C", "N", "S", "H", "H", "H", "H", "H"],
  "positions_angstrom": [[0.448, 0.276, -0.083], [0.264, -0.516, 1.002], [-0.124, -1.292, 1.990], [-0.471, 0.389, -1.235], [-0.336, 1.865, -2.345], [1.395, 0.926, -0.333], [0.842, 1.208, -2.883], [0.059, -2.359, 2.192], [-0.661, -0.709, 2.750], [-1.417, 0.212, -1.054]]
}

***

*y*
{
  "formula": "C3H5NS",
  "method": "ωB97M-V with the def2-TZVPD basis set",
  "lumo_ev": 0.8,
  "gap_ev": 9.109,
  "elements": ["C", "C", "C", "H", "H", "H", "H", "H", "N", "S"],
  "positions_angstrom": [[-1.081, 0.019, -0.017], [0.079, 0.950, -0.033], [1.002, -0.318, 0.070], [-0.075, 1.727, 0.757], [0.300, 1.554, -0.918], [1.728, -0.318, -0.742], [1.561, -0.527, 0.971], [-0.516, -2.005, 0.032], [-0.236, -1.001, -0.119], [-2.763, -0.082, 0.001]]
}

***

*z*
{
  "formula": "C3H5NS",
  "method": "ωB97M-V with the def2-TZVPD basis set",
  "lumo_ev": 0.7,
  "gap_ev": 9.117,
  "elements": ["C", "C", "C", "N", "S", "H", "H", "H", "H", "H"],
  "positions_angstrom": [[0.819, 0.130, 0.922], [0.724, 0.734, 2.136], [-1.027, -0.378, -0.791], [-0.330, 0.433, 0.186], [-1.051, 1.309, 1.501], [1.665, -0.419, 0.542], [1.345, 1.061, 2.901], [-2.138, -0.611, -0.286], [-1.155, 0.047, -1.833], [-0.419, -1.238, -0.917]]
}

***

Which one is most stable, and which one is least stable? *y* is the most stable of them, while *w* is the least stable.

***

*w*
{
  "formula": "C4H10NO2",
  "method": "ωB97M-V with the def2-TZVPD basis set",
  "total_charge": 1,
  "lumo_ev": -5.8,
  "gap_ev": 9.250,
  "elements": ["C", "C", "C", "C", "N", "O", "O", "H", "H", "H", "H", "H", "H", "H", "H", "H", "H"],
  "positions_angstrom": [[-0.339, -2.070, 0.232], [-1.373, 1.595, 0.640], [2.137, 0.561, -0.473], [0.093, -0.775, -0.389], [-1.400, 0.413, -0.057], [-2.405, -0.085, -0.498], [1.120, -0.183, 0.167], [-0.245, -1.957, 1.305], [-1.334, -2.459, -0.126], [0.216, -2.890, -0.062], [-0.739, 2.255, 0.009], [-0.744, 1.661, 1.512], [-2.170, 2.227, 0.981], [2.067, 1.529, -0.181], [2.186, 0.537, -1.544], [3.040, 0.161, -0.010], [-0.110, -0.520, -1.506]]
}

***

*x*
{
  "formula": "C4H10NO2",
  "method": "ωB97M-V with the def2-TZVPD basis set",
  "total_charge": 1,
  "lumo_ev": [-3.9, -4.2],
  "gap_ev": [8.842, 8.320],
  "elements": ["C", "C", "C", "C", "N", "O", "O", "H", "H", "H", "H", "H", "H", "H", "H", "H", "H"],
  "positions_angstrom": [[-1.352, -0.060, -0.420], [0.714, 0.842, 0.326], [-0.220, -0.924, -0.914], [0.822, 1.301, 1.717], [0.918, -0.613, 0.024], [-1.980, 0.638, -1.404], [-0.462, -2.284, -0.958], [-1.906, -0.352, 0.394], [0.917, 1.413, -0.650], [0.152, -0.568, -1.934], [-0.130, 1.136, 2.303], [0.891, 2.465, 1.722], [1.645, 0.936, 2.269], [1.738, -0.999, -0.488], [0.955, -1.292, 0.765], [-2.828, 1.009, -1.193], [0.126, -2.647, -1.558]]
}

***

Which one is most stable, and which one is least stable? *x* is the most stable of them, while *w* is the least stable.